Record 1
Density functional theory data (ωB97M-V/def2-TZVPD) for C13H22BrClSb as an isolated structure.

XYZ file:
```
38
Properties=species:S:1:pos:R:3:forces:R:3:mulliken_charge:R:1
C -2.947 2.323 2.937 0.34 -0.21 0.13 -1.22
C -1.799 1.953 1.992 -0.71 -0.07 -0.29 -0.67
C -2.112 0.789 1.058 0.41 0.36 0.74 -0.34
Cl -2.513 -0.653 2.086 -0.11 0.07 -0.06 -0.25
Sb -0.311 0.442 -0.248 0.80 -0.17 0.12 0.77
C 1.542 0.439 -1.515 0.16 0.05 0.17 -1.70
C 2.776 -0.087 -0.858 0.29 0.14 -0.10 1.03
C 2.841 -1.325 -0.216 0.44 -0.08 0.04 -0.07
C 4.024 -1.756 0.386 0.12 0.22 -0.08 -0.66
C 5.174 -0.974 0.364 -0.19 0.21 -0.19 -0.38
C 5.135 0.259 -0.277 -0.63 -0.07 -0.16 -0.54
C 3.951 0.683 -0.873 0.00 -0.17 0.26 -0.51
C -1.427 -0.632 -1.878 -0.48 -0.09 0.10 -0.78
Br -0.443 -2.261 -2.433 -0.04 0.05 0.01 -0.25
C -2.891 -1.001 -1.629 0.16 -0.75 -0.62 -0.58
C -3.136 -2.249 -0.762 0.03 0.78 0.18 -1.21
H -2.878 3.370 3.222 -0.12 0.17 0.05 0.38
H -3.911 2.120 2.480 -0.20 0.16 -0.14 0.29
H -2.909 1.731 3.847 -0.01 -0.12 0.13 0.30
H -1.638 2.806 1.332 0.35 0.09 -0.08 0.30
H -0.891 1.756 2.551 0.24 0.06 0.06 0.41
H -3.001 1.085 0.509 -0.19 -0.38 -0.20 0.30
H -0.719 2.015 -0.990 -0.22 -0.02 -0.09 -0.10
H 0.669 1.221 1.001 -0.03 0.15 0.00 -0.15
H 0.044 -1.117 0.490 -0.17 0.00 -0.07 -0.06
H 1.716 1.494 -1.729 -0.16 0.19 -0.02 0.37
H 1.363 -0.041 -2.474 -0.14 -0.27 0.00 0.46
H 1.972 -1.960 -0.191 -0.18 -0.07 0.00 0.23
H 4.066 -2.711 0.887 -0.14 -0.17 0.03 0.36
H 6.093 -1.302 0.825 0.07 -0.17 0.12 0.35
H 5.999 0.902 -0.327 0.23 0.03 0.06 0.36
H 3.924 1.645 -1.365 0.00 0.12 -0.06 0.28
H -1.374 -0.009 -2.765 0.12 0.18 -0.09 0.57
H -3.437 -0.155 -1.225 0.16 0.30 0.13 0.28
H -3.342 -1.208 -2.605 -0.19 0.12 -0.09 0.40
H -3.237 -3.132 -1.377 0.05 -0.26 -0.06 0.42
H -4.041 -2.088 -0.181 -0.20 -0.22 0.03 0.31
H -2.334 -2.374 -0.045 0.13 -0.19 0.04 0.30
```
Positions in Å, forces in eV/Å.

Highest occupied orbital energy ... -4.202 eV
LUMO energy ... 3.14 eV
Total charge ... -1
Kohn-Sham gap ... 7.34 eV

Record 2
Density functional theory data (ωB97M-V/def2-TZVPD) for C4H13OP5 as an isolated structure.

XYZ file:
```
23
Properties=species:S:1:pos:R:3:forces:R:3:mulliken_charge:R:1
C 3.019 -1.024 -1.147 0.81 -0.46 3.97 -0.76
C -4.308 0.030 0.231 -2.39 1.04 -0.99 -0.94
C -0.121 2.179 -1.265 -0.49 -3.04 3.19 -0.77
C 1.722 -0.648 2.271 -2.60 3.32 0.39 -1.17
O 2.523 0.066 -0.367 -1.00 1.00 -0.10 -0.39
P -2.881 -0.620 -0.696 0.35 -1.09 -0.36 -0.01
P 0.199 1.809 0.638 -0.11 -0.29 -0.27 -0.15
P -1.520 -0.480 0.808 0.05 -1.00 0.53 -0.09
P 0.018 -1.829 -0.209 -1.42 2.73 -2.26 -0.14
P 1.165 -0.071 0.524 1.39 -0.40 0.25 0.76
H 3.864 -0.623 -1.641 0.67 0.09 -0.93 0.23
H 2.262 -1.469 -1.740 -0.51 -0.46 -0.77 0.36
H 3.375 -1.678 -0.281 -0.13 -0.26 -1.88 0.32
H -3.848 0.918 0.650 -0.65 0.27 0.86 0.28
H -5.003 0.442 -0.566 0.69 -0.28 0.72 0.30
H -5.053 -0.524 0.893 1.72 0.32 -0.49 0.31
H 0.852 2.127 -1.662 0.78 0.14 -1.16 0.29
H -0.804 1.298 -1.441 0.42 1.24 -0.84 0.05
H -0.565 3.127 -1.148 -0.62 1.05 -0.59 0.35
H 2.742 -0.779 2.305 2.48 -0.39 -0.47 0.40
H 1.568 0.294 2.990 -0.11 -2.15 -1.44 0.31
H 1.255 -1.549 2.649 -0.48 0.08 -0.06 0.39
H -0.460 -0.995 -1.798 1.14 -1.46 2.68 0.07
```
Positions in Å, forces in eV/Å.

Highest occupied orbital energy (spin up / spin down) ... -6.881 / -6.881 eV
LUMO energy (spin up / spin down) ... -0.21 / -0.21 eV
Total charge ... 0
Kohn-Sham gap (spin up / spin down) ... 6.67 / 6.67 eV